Record 1
45
Properties=species:S:1:pos:R:3:forces:R:3 method="wB97M-V/def2-TZVPD" e_above_lowest_kcal_mol=54.3 homo_ev=-7.8 lumo_ev=0.233 gap_ha=0.2951 charge=0 e_tot_ev=-46892.9569
O 0.4694 -4.1856 -3.3857 1.971 -0.660 -0.323
O -2.3194 3.3534 -1.1679 0.722 0.657 -2.594
N 1.2696 -1.4487 0.2918 0.967 -2.870 -3.174
N -2.8005 -2.2146 0.6104 3.133 1.359 0.393
N -1.2568 0.1214 2.3559 2.126 -2.360 -1.934
O -1.2788 -4.0057 -4.8082 1.940 -0.442 0.090
O 3.2445 2.8530 -1.0186 -0.976 1.237 1.069
O 2.0256 2.4943 2.3190 0.004 -2.031 0.400
O -2.8306 1.3452 0.0855 1.246 1.004 1.450
O -2.7470 3.7824 1.0734 -1.069 0.567 3.176
O -0.5369 2.4753 0.6319 -2.020 0.240 -0.175
C -0.6754 -3.9700 -3.5825 -1.692 1.221 0.075
C 0.6339 -2.4341 -0.3516 0.065 1.598 0.572
C -1.4815 -1.8830 0.5014 -6.315 -0.028 2.579
C -0.0881 0.6941 2.6314 -1.581 0.470 0.259
C -0.8464 -0.8219 1.3220 3.154 0.863 -1.299
C 0.5649 -0.6114 0.9976 -4.955 0.369 2.930
N -0.7481 -2.6813 -0.3310 3.686 0.755 0.564
N 0.9846 0.3960 1.8488 0.680 -0.142 -0.058
C -1.6136 -3.5678 -2.5028 -1.728 -1.285 1.733
C -1.2010 -3.8860 -1.0239 1.323 -1.459 -0.566
C 3.2100 1.2262 0.8406 -0.274 -0.775 -1.538
C 0.3090 3.6176 0.8662 0.429 0.335 1.799
C 2.4094 2.2642 0.0168 1.735 -2.290 -2.092
C 2.3254 1.0994 2.0194 -0.873 -0.658 1.850
C 1.8559 3.1655 1.0768 -0.122 3.179 -0.137
P -2.0923 2.7803 0.1313 2.581 -3.323 -2.275
H -3.1838 -1.6179 1.3739 0.187 -0.451 -0.829
H -0.5010 -4.2304 -5.3906 -1.171 0.251 0.268
H 3.8657 2.2471 -1.4281 -0.263 -0.469 0.341
H -2.5728 0.8480 0.8826 -0.223 -0.384 0.096
H -3.5612 3.8111 0.5467 -0.707 1.137 0.475
H 1.2211 -3.0655 -1.0193 -0.209 -0.008 0.330
H -0.0570 1.3997 3.4477 0.411 0.252 -0.264
H -2.5174 -4.1708 -2.6579 -0.057 0.266 -0.227
H -1.9652 -2.5396 -2.5349 0.219 0.137 -0.367
H -1.8958 -4.5734 -0.4991 -0.427 1.613 -0.004
H -0.3243 -4.5942 -0.9421 -0.433 0.977 -0.821
H 3.3959 0.3231 0.2325 -0.444 0.140 0.457
H 4.1968 1.5221 1.2002 -0.183 0.603 -0.051
H -0.0811 4.1584 1.8156 0.921 -0.852 -1.417
H 0.1236 4.2586 0.0169 0.747 0.530 -0.257
H 1.6357 1.6608 -0.5170 0.109 0.699 0.519
H 2.8353 0.5182 2.8481 -0.628 1.420 -0.469
H 2.5999 4.0869 1.1769 -2.006 -1.394 -0.554

Record 2
37
Properties=species:S:1:pos:R:3:forces:R:3 method="wB97M-V/def2-TZVPD" homo_ev=-12.6 lumo_ev=-4.910 gap_ha=0.2831 charge=+1 e_tot_ev=-25493.5710
C -2.2768 1.1612 -3.7978 0.194 -0.015 -0.098
C -2.6099 0.4246 -2.5055 -0.454 0.237 -0.452
C -1.7667 -0.7911 -2.3049 0.020 0.509 -0.290
O -0.7112 -0.9710 -2.8495 0.463 -0.252 -0.003
O -2.3106 -1.6660 -1.4505 0.097 -0.191 0.597
C -1.4571 -2.7574 -1.0931 -0.571 -0.059 -0.310
C -0.2699 -2.3828 -0.2602 0.128 -0.536 -0.258
O -0.6137 -1.9247 1.0757 0.600 -0.221 -0.031
C -0.6904 -0.6123 1.2744 -0.116 -0.098 0.492
O -1.5769 0.0949 0.9384 -0.746 0.652 -0.610
C 0.3802 -0.0381 2.1579 0.652 -0.033 0.134
C 0.7071 -0.6499 3.3619 0.263 0.228 0.072
C 1.6718 -0.0866 4.1757 -0.428 -0.224 -0.174
N 2.2922 1.0381 3.7958 -0.068 0.116 -0.313
C 2.0128 1.6512 2.6287 -0.637 -0.546 -0.208
C 1.0431 1.1370 1.7820 0.290 0.505 0.368
C 0.7426 1.8654 0.4931 0.186 -0.426 -0.428
O 1.0722 1.0735 -0.6245 -0.243 -0.143 0.047
C 2.4567 0.8166 -0.7667 0.101 0.140 0.188
H -1.5237 1.9256 -3.6439 0.146 0.105 0.046
H -1.8794 0.4813 -4.5432 0.000 -0.128 -0.101
H -3.1541 1.6371 -4.2189 -0.174 0.120 0.035
H -2.4881 1.0930 -1.6570 0.048 -0.096 0.300
H -3.6549 0.1301 -2.5081 -0.142 -0.158 0.149
H -2.0852 -3.4643 -0.5657 -0.183 0.010 0.205
H -1.1195 -3.2461 -2.0025 0.291 -0.040 -0.086
H 0.3832 -1.6862 -0.7720 -0.077 0.447 0.073
H 0.3037 -3.2915 -0.1115 0.069 -0.142 0.179
H 0.2084 -1.5540 3.6665 -0.002 -0.152 0.076
H 1.9420 -0.5222 5.1211 0.157 0.045 0.167
H 2.9929 1.4520 4.3972 0.040 -0.067 0.082
H 2.5466 2.5493 2.3741 0.214 0.144 0.154
H -0.3203 2.0432 0.4235 -0.230 0.162 0.036
H 1.2741 2.8171 0.4519 0.102 0.134 0.131
H 3.0377 1.7069 -0.5198 0.118 0.120 -0.047
H 2.7926 -0.0032 -0.1269 -0.023 -0.084 0.104
H 2.6487 0.5497 -1.7957 -0.084 -0.061 -0.226

Record 3
48
Properties=species:S:1:pos:R:3:forces:R:3 method="wB97M-V/def2-TZVPD" homo_ev=-10.5 lumo_ev=-8.970 gap_ha=0.0562 charge=+1 e_tot_ev=-51386.3113
C -0.1838 1.0646 3.3133 0.350 0.041 -0.001
C -1.4701 1.9383 2.7002 1.145 -1.310 -0.633
C -2.2429 0.9692 1.5772 -0.803 0.204 3.771
O -1.2206 0.5841 0.6073 -0.007 1.195 1.269
N -1.6932 0.0862 -0.5297 -3.202 -2.177 -0.763
B -2.0136 1.1181 -1.5855 1.263 2.777 -3.904
C -3.3660 2.1094 -1.5680 -0.567 -0.760 0.803
O -1.1060 1.3417 -2.7659 -0.836 0.447 3.909
C -2.7050 -1.0043 -0.3940 0.090 -1.331 -1.532
C -2.3117 -2.2679 0.5598 -0.186 -1.002 -0.099
C -0.7179 -2.5845 0.7209 -0.462 -0.526 1.729
O 0.0951 -2.4063 -0.4895 1.055 0.718 3.005
C 1.4875 -2.1167 -0.0149 0.166 0.583 -1.288
C 2.2852 -1.5353 -1.3641 -2.920 -2.067 -0.367
F 2.5814 -2.7068 -2.2219 -0.367 3.992 2.425
F 1.2466 -0.7216 -2.0957 3.878 -1.964 2.022
C 3.6100 -0.6499 -0.9354 1.800 -1.479 -1.142
F 4.7174 -1.1194 -1.8481 -3.401 2.075 3.056
F 4.1028 -0.9591 0.4553 -1.984 0.809 -3.961
C 3.3695 0.9797 -1.0452 0.396 1.859 -1.914
F 3.3004 1.3600 -2.4955 -0.270 -1.488 4.797
F 2.1534 1.4415 -0.3094 3.793 -1.720 -2.377
C 4.6396 1.8684 -0.4287 -0.970 2.369 -0.407
F 4.5596 3.2748 -0.9577 0.243 -4.731 1.594
F 5.9697 1.3485 -0.8565 -4.837 4.561 -2.473
C -2.9414 -1.6376 -1.9246 -0.611 -2.126 -4.556
O -1.9722 -2.1337 -2.6949 -5.666 2.850 4.462
O -4.3351 -1.7132 -2.4757 6.853 0.651 3.054
H 0.3259 1.6194 4.2162 -1.154 -0.974 -1.831
H -0.5038 0.0049 3.7059 0.366 2.078 -0.762
H 0.6622 0.8833 2.5098 -1.827 0.479 1.474
H -2.1504 2.2158 3.6106 1.033 -0.434 -2.114
H -1.0453 2.8623 2.1181 -0.980 -1.592 1.375
H -2.5773 0.0083 2.2015 0.631 1.923 -1.538
H -3.2038 1.4727 1.1445 2.053 -0.869 0.287
H -3.6388 2.5088 -2.6415 0.778 -0.778 2.285
H -3.2056 2.9860 -0.7844 -0.276 -1.672 -1.720
H -4.2577 1.4615 -1.1571 1.426 1.415 -0.812
H -0.4412 2.0706 -2.5487 -1.191 -1.398 -0.573
H -3.7961 -0.6463 -0.0667 1.854 -0.531 -0.912
H -2.8123 -2.1390 1.6252 1.290 -0.225 -2.191
H -2.8265 -3.2300 0.0834 0.959 2.220 0.901
H -0.6286 -3.7159 1.0872 -0.276 2.287 -0.857
H -0.3358 -1.9404 1.6493 -0.556 -1.088 -2.195
H 1.9879 -3.0962 0.3999 -0.818 1.999 -0.940
H 1.5323 -1.2431 0.7681 -0.370 -1.719 -1.346
H 4.5115 1.8867 0.7490 0.896 0.114 -2.563
Pd 6.5649 0.1024 0.3961 2.222 -3.686 3.552

Record 4
42
Properties=species:S:1:pos:R:3:forces:R:3 method="wB97M-V/def2-TZVPD" homo_ev=2.6 lumo_ev=4.788 gap_ha=0.0822 charge=-2 e_tot_ev=-43880.9681
C -2.6545 4.1279 -0.3563 -0.490 1.886 -0.352
I -0.6437 2.6973 -1.5573 -0.080 3.306 -2.482
H -2.3741 5.0292 -0.9266 0.317 -0.640 -0.023
H -2.4042 4.2535 0.6911 -0.629 0.128 0.373
H -3.5799 3.7210 -0.7462 -0.548 0.104 0.528
C -2.0895 -2.7279 -2.8927 -0.179 -0.206 0.368
C -1.5639 -1.9286 -3.8369 0.330 0.491 0.024
N -1.0415 -0.8142 -3.1772 -0.611 -1.130 0.156
C -1.2328 -0.9046 -1.8249 -0.809 -1.080 -1.612
N -1.8977 -2.0908 -1.6684 0.256 0.014 -0.932
H -2.5818 -3.6913 -2.9773 0.134 0.308 0.032
H -1.5084 -2.0327 -4.9177 -0.028 0.023 0.408
C 2.4385 1.3716 3.4896 -0.135 0.581 -0.975
C 1.1260 1.3498 1.6058 1.014 0.960 1.516
N 1.4176 0.7242 2.7861 0.767 0.360 0.385
H 3.5308 3.2170 2.9099 -0.075 -0.009 -0.090
N 1.9799 2.4214 1.5929 0.548 -0.395 1.189
H 2.8170 1.0199 4.4377 -0.067 0.030 -0.152
Bi -0.4014 0.4549 -0.0280 0.486 -2.134 1.555
C -2.8728 2.0655 0.7019 -0.729 -1.100 0.914
O -3.7976 1.9396 1.3762 0.617 0.548 -0.688
C 2.7931 2.4520 2.7309 -0.773 -1.042 0.125
C 2.1191 3.4465 0.5849 -0.111 0.356 -0.519
H 3.0918 3.3633 0.0762 -0.266 -0.111 0.100
H 2.0667 4.4364 1.0599 -0.079 -0.270 -0.108
H 1.3070 3.3588 -0.1554 0.445 0.044 0.365
C 0.7961 -0.4797 3.3160 -0.015 -0.424 -0.067
H 0.8681 -0.4589 4.4157 -0.027 0.071 -0.261
H 1.3091 -1.3877 2.9497 -0.287 0.455 0.062
H -0.2623 -0.5240 3.0180 0.334 0.054 -0.065
C -2.3472 -2.6825 -0.4227 0.066 -0.256 0.400
H -3.2029 -3.3384 -0.6350 0.096 0.164 -0.020
H -2.6533 -1.9030 0.2838 0.201 -0.079 -0.175
H -1.5540 -3.2908 0.0395 -0.211 0.343 -0.157
C -0.3637 0.2275 -3.9162 0.286 0.522 -0.261
H -0.4153 1.1797 -3.3544 0.148 -0.647 -0.379
H -0.8718 0.3566 -4.8817 0.094 -0.058 0.226
H 0.6913 -0.0313 -4.1020 -0.324 0.007 0.197
F 1.7149 -1.5674 -1.5318 0.231 -0.101 0.094
C 1.3670 -1.2467 -0.2336 -0.592 -0.095 0.398
F 0.9874 -2.4681 0.3145 0.399 -0.770 0.017
F 2.5675 -0.9659 0.3845 0.293 -0.209 -0.111

Record 5
36
Properties=species:S:1:pos:R:3:forces:R:3 method="wB97M-V/def2-TZVPD" spin_multiplicity=3 homo_ev="-7.4 / -7.1" s_squared=2.1616 lumo_ev="-0.424 / -1.373" gap_ha="0.2566 / 0.2106" charge=0 e_tot_ev=-95581.4377
C -1.6396 -0.8563 -1.5829 -1.090 0.489 0.113
C -2.0725 -1.4399 -0.3600 -0.365 0.280 -0.510
C -2.5541 -0.3867 0.4944 0.814 -0.224 -0.044
H -2.1003 -2.5017 -0.1358 0.047 0.267 -0.057
C -2.3131 0.8637 -0.1702 0.654 -0.361 0.042
C -1.7394 0.5741 -1.4713 -0.055 -0.555 -0.405
H -1.5410 1.2917 -2.2729 0.053 -0.394 0.468
H -1.3167 -1.4022 -2.4541 0.323 0.091 0.078
H -3.0430 -0.5298 1.4557 0.334 0.048 -0.205
H -2.5455 1.8375 0.2430 0.022 -0.101 -0.225
W -0.2623 -0.1075 0.1230 -0.432 1.138 2.351
Br 1.5935 -0.8330 -1.1559 1.082 -0.843 -0.691
C 2.2246 0.6421 -3.7956 -1.168 2.342 -0.904
C 1.1971 1.4395 -4.3591 1.895 -0.646 1.015
C 0.2055 0.5657 -4.9007 0.412 -1.138 0.199
H 1.1836 2.5235 -4.3967 -0.011 -0.225 0.067
C 0.6195 -0.7765 -4.6646 0.914 0.157 0.363
C 1.8818 -0.7380 -4.0025 -1.898 -0.799 -1.322
H 2.4779 -1.6101 -3.7476 -0.112 0.317 -0.075
H 3.1192 1.0085 -3.2996 -0.242 -0.094 -0.150
H -0.6889 0.8667 -5.4386 0.149 -0.044 0.147
H 0.1013 -1.6814 -4.9636 0.071 0.223 0.009
C -0.6545 1.4766 3.5309 -0.005 -0.213 -0.159
Si 0.5728 0.1138 3.1176 0.804 0.089 1.191
C 2.0819 0.3905 4.1907 -0.173 0.035 0.094
C 0.0027 -1.6269 3.5200 -0.249 -0.031 -0.113
O 1.0457 0.2445 1.5599 -1.598 0.070 -1.407
H -0.7832 1.5233 4.6202 -0.143 0.086 -0.239
H -1.6240 1.3107 3.0451 0.023 0.063 0.197
H -0.2643 2.4399 3.1706 -0.048 -0.239 0.165
H 1.7574 0.3155 5.2375 0.219 0.045 -0.083
H 2.8539 -0.3632 4.0103 -0.087 0.043 0.021
H 2.5237 1.3773 4.0313 -0.026 -0.043 0.041
H -0.9750 -1.8561 3.0704 0.189 -0.051 0.229
H 0.7315 -2.3608 3.1352 -0.212 0.294 0.156
H -0.0562 -1.7351 4.6157 -0.089 -0.073 -0.357

Record 6
35
Properties=species:S:1:pos:R:3:forces:R:3 method="wB97M-V/def2-TZVPD" spin_multiplicity=2 homo_ev="-2.5 / -3.9" s_squared=0.7563 lumo_ev="2.935 / 2.927" gap_ha="0.2008 / 0.2523" charge=-1 e_tot_ev=-36081.4147
C 0.9912 -1.4705 -2.0450 -0.628 -1.007 0.439
C -0.4179 -1.2357 -2.2144 0.575 -1.133 0.448
C -1.1091 -1.8487 -1.1144 1.017 -1.003 -0.530
C -0.1278 -2.4610 -0.2561 -0.156 -0.303 -1.331
C 1.1693 -2.2326 -0.8252 -0.870 0.064 -1.103
Ce 0.2605 0.1399 -0.0265 0.620 0.874 1.257
C -1.5737 1.7380 -0.8607 -1.587 -0.026 0.255
C -0.3411 1.9970 -1.3516 0.693 2.705 -3.234
C 0.4482 2.5457 -2.3045 -0.739 -0.407 0.600
N 1.6585 1.4938 -0.1260 2.416 -0.209 1.267
H -2.1852 -1.8588 -0.9575 0.277 0.097 0.018
H -0.8736 -0.6897 -3.0361 0.111 -0.063 0.234
H -0.3342 -2.9838 0.6748 0.046 0.182 -0.211
H 2.1241 -2.5762 -0.4200 -0.377 0.208 -0.110
H 1.7899 -1.1409 -2.7205 -0.448 -0.075 0.439
H -2.2775 1.0330 -1.3415 0.627 0.254 0.144
H 2.6124 1.8146 0.1372 -0.725 0.351 -0.453
H -2.0238 2.2723 -0.0067 0.469 -0.080 -0.462
H 0.0547 3.1452 -3.1390 -0.265 -0.138 0.416
H 1.5320 2.4094 -2.3008 -0.538 -0.103 0.098
C 1.4676 -0.9013 5.7942 0.157 -0.105 0.204
Si -0.1123 -0.0105 5.3376 -0.139 0.035 -1.282
C -1.5978 -0.8868 6.0565 -0.156 -0.078 0.333
C -0.0337 1.7771 5.8821 -0.015 0.149 0.250
C -0.3155 -0.0239 3.5173 -0.033 0.000 -1.381
C -0.4268 0.0086 2.2726 -0.339 -0.206 3.481
H 1.5698 -0.9575 6.8870 0.101 -0.057 -0.166
H 2.3406 -0.3784 5.3836 -0.180 -0.054 0.096
H 1.4724 -1.9189 5.3826 -0.046 0.185 0.122
H -1.5662 -0.8663 7.1536 -0.132 -0.083 -0.098
H -2.5262 -0.4099 5.7175 0.200 -0.033 0.091
H -1.6306 -1.9317 5.7218 0.069 0.194 0.079
H 0.8726 2.2576 5.4911 -0.158 -0.133 0.093
H -0.8933 2.3322 5.4844 0.142 -0.142 0.129
H -0.0324 1.8503 6.9778 0.013 0.137 -0.133